# 1
An isolated molecule of C3H8NOP, computed with ωB97M-V/def2-TZVPD.

Values from the calculation:
Kohn-Sham gap (Ha): 0.3629
ΔE to the lowest compared entry with this formula, charge and spin (eV): 1.853
F_max (eV/A): 4.485
SMILES: CC1(C)OP1N
HOMO energy (eV): -9.028
Molecular weight (g/mol): 105.08
Total charge: 0

Cartesian coordinates (Å):
C (-0.205, 0.474, -0.167)
C (-0.419, 1.916, -0.422)
C (0.931, -0.316, -0.794)
N (0.215, -1.999, 1.540)
O (-1.386, -0.276, -0.405)
P (-1.084, -0.265, 1.161)
H (0.582, 2.396, -0.190)
H (-1.209, 2.332, 0.221)
H (-0.703, 2.076, -1.492)
H (1.705, 0.445, -1.157)
H (0.372, -0.918, -1.524)
H (1.402, -0.957, -0.020)
H (-0.173, -2.208, 2.450)
H (-0.028, -2.700, 0.802)

=====

# 2
C18H38OP2Pt as an isolated structure, computed with ωB97M-V/def2-TZVPD.

Values from the calculation:
Spin multiplicity: 5
Kohn-Sham gap (alpha / beta) (Ha): 0.2258 / 0.2181
ΔE to the lowest compared entry with this formula, charge and spin (eV): 2.615
F_max (eV/A): 4.535
Expectation value of S²: 6.104
HOMO energy (alpha / beta) (eV): -13.494 / -14.703
Molecular weight (g/mol): 527.53
Total charge: +2

Cartesian coordinates (Å):
P (0.344, -2.162, -0.932)
P (0.201, 1.427, -2.040)
C (0.075, -1.433, -2.695)
C (0.417, -0.006, -3.195)
H (-1.005, -1.588, -2.866)
H (0.576, -2.176, -3.335)
H (1.435, 0.086, -3.619)
H (-0.273, 0.245, -4.022)
C (-0.622, 2.748, -3.015)
H (-1.036, 3.512, -2.342)
H (-1.409, 2.365, -3.675)
H (0.180, 3.204, -3.606)
C (1.869, 2.110, -1.962)
H (1.976, 2.533, -2.975)
H (2.620, 1.329, -1.775)
H (1.893, 2.910, -1.204)
C (-0.701, -3.642, -1.275)
H (-0.570, -4.393, -0.482)
H (-0.374, -4.049, -2.239)
H (-1.771, -3.387, -1.379)
C (2.082, -2.501, -0.993)
H (2.622, -1.546, -1.000)
H (2.158, -3.053, -1.934)
H (2.305, -3.121, -0.117)
Pt (2.482, -1.373, 1.338)
C (-0.638, 2.426, -0.299)
C (-1.978, 2.569, 0.191)
C (-3.154, 1.884, -0.344)
C (-2.945, 1.039, -1.612)
C (-2.136, -0.180, -1.307)
C (-1.289, -0.416, -0.237)
C (0.143, 0.107, 0.064)
C (0.177, 1.499, 0.640)
C (2.139, -3.148, 2.394)
H (-0.117, 3.384, -0.429)
H (-2.144, 3.044, 1.189)
H (-3.940, 2.626, -0.541)
H (-3.534, 1.194, 0.435)
H (-3.931, 0.686, -1.989)
H (-2.623, 1.745, -2.384)
H (-2.606, -1.114, -1.700)
H (-1.573, -1.147, 0.546)
H (0.789, 0.063, -0.881)
H (0.784, -0.616, 0.758)
H (-0.235, 1.386, 1.649)
H (1.223, 1.791, 0.636)
H (2.644, -3.199, 3.373)
H (2.510, -4.060, 1.880)
H (1.028, -3.189, 2.611)
C (-0.407, -0.517, 3.916)
C (0.751, 0.452, 3.717)
C (1.328, 1.024, 5.016)
O (1.814, 0.024, 2.854)
H (-0.093, -1.567, 3.943)
H (-1.143, -0.393, 3.108)
H (-0.942, -0.283, 4.842)
H (0.211, 1.351, 3.308)
H (1.862, 0.239, 5.559)
H (2.040, 1.827, 4.796)
H (0.513, 1.430, 5.637)

=====

# 3
C5H12O3Tm as an isolated structure, computed with ωB97M-V/def2-TZVPD.

Values from the calculation:
Spin multiplicity: 4
Kohn-Sham gap (alpha / beta) (Ha): 0.1672 / 0.0975
ΔE to the lowest compared entry with this formula, charge and spin (eV): 2.574
F_max (eV/A): 5.488
Expectation value of S²: 3.752
HOMO energy (alpha / beta) (eV): -14.709 / -14.709
Molecular weight (g/mol): 289.08
Total charge: +2

Cartesian coordinates (Å):
C (1.545, -2.833, -0.567)
C (1.757, -1.365, -0.699)
O (2.337, -0.679, 0.300)
Tm (4.681, 0.158, 0.548)
H (1.709, -3.175, 0.462)
H (2.169, -3.354, -1.307)
H (0.505, -3.071, -0.825)
H (2.075, -0.973, -1.678)
O (0.034, -0.460, -0.181)
H (1.027, -0.063, 0.636)
C (-3.451, 1.442, 0.999)
O (-2.481, 0.725, 0.279)
C (-1.367, 1.502, -0.074)
C (-0.409, 0.680, -0.901)
H (-4.277, 0.756, 1.220)
H (-3.037, 1.829, 1.946)
H (-3.836, 2.296, 0.415)
H (-0.857, 1.880, 0.832)
H (-1.677, 2.381, -0.669)
H (0.475, 1.293, -1.140)
H (-0.905, 0.345, -1.825)

=====

# 4
An isolated molecule of C2H4F2S, computed with ωB97M-V/def2-TZVPD.

Values from the calculation:
Kohn-Sham gap (Ha): 0.3822
ΔE to the lowest compared entry with this formula, charge and spin (eV): 0.428
F_max (eV/A): 2.113
SMILES: FC(F)CS
HOMO energy (eV): -9.677
Molecular weight (g/mol): 98.12
Total charge: 0

Cartesian coordinates (Å):
C (-0.340, -0.593, -0.394)
C (0.782, 0.221, 0.147)
H (-1.648, 1.020, 0.966)
H (-0.259, -1.516, 0.227)
H (-0.123, -0.892, -1.407)
H (0.685, 0.419, 1.221)
F (2.002, -0.381, -0.151)
F (0.888, 1.491, -0.420)
S (-1.987, 0.231, -0.188)